(1)
Below is a 5-piece molecular cluster, C34H29BBrN2O17 overall at a distorted geometry, with properties calculated with ωB97M-V/def2-TZVPD.

Geometry as XYZ:
```
84
Properties=species:S:1:pos:R:3:forces:R:3:mulliken_charge:R:1
Br 0.97927 1.34306 -1.10321 -1.81 2.10 0.25 0.011
O 0.26737 -1.29171 4.68692 -0.02 -0.12 0.23 -0.636
O 4.49502 -4.00483 0.80967 0.75 -0.48 1.04 -0.384
O 1.58603 -2.40886 6.80005 -1.32 0.71 -0.53 -0.561
O -4.85454 3.19671 -9.47407 -0.05 -0.44 1.65 -0.547
O 5.76041 -8.52802 1.16702 0.17 0.37 0.40 -0.591
O -6.49104 2.41790 -7.43396 0.57 0.12 -0.12 -0.586
O 3.75522 -3.85717 -3.39768 -0.26 0.44 0.35 -0.622
O -3.58087 -0.34151 7.23266 1.44 -0.68 0.44 -0.564
O 7.33651 -2.25743 -0.79115 -1.56 0.45 0.11 -0.581
O 7.17820 -8.12059 3.46263 -0.91 0.71 -1.16 -0.556
O -1.32278 2.90112 -6.37238 -0.41 -0.15 0.38 -0.618
O -2.94449 2.03759 -4.35675 0.24 0.40 -1.07 -0.431
O 1.94787 -2.16703 -2.24806 1.40 -0.38 -0.03 -0.556
O -4.20269 5.29925 1.11325 2.11 -2.74 -0.66 -0.485
O 5.50999 -0.62893 0.42012 0.08 -0.36 -0.30 -0.631
O 5.98523 -3.58263 3.05531 -0.27 -0.20 -0.43 -0.632
O -2.22784 -1.37800 9.36262 -0.08 0.16 -0.60 -0.587
N -4.96085 3.52813 -0.51833 1.51 2.73 0.83 -0.004
N -1.57630 2.97328 -0.55709 3.05 3.51 -1.28 0.775
C -1.69500 -0.79334 5.89997 0.46 -0.12 -0.29 -0.830
C 5.09026 -1.35331 -0.46862 -0.37 0.53 0.27 0.449
C -5.04552 3.63473 -2.02024 -0.56 -0.79 -0.35 -0.824
C -0.04217 5.75030 -0.96103 -2.07 -4.54 0.59 -0.386
C -5.30291 2.50703 -7.17481 -0.69 -0.22 0.36 0.867
C 4.18367 -3.11066 -2.53305 0.71 -0.64 -0.38 0.868
C -1.56947 5.68385 -0.58010 2.58 -3.33 -0.39 -0.481
C -0.12930 3.00910 -0.89923 0.57 3.07 -0.18 0.272
C -3.04141 3.06491 -7.97980 0.35 -0.03 0.36 -0.922
C -1.73208 1.00395 1.02544 2.11 -2.98 4.91 0.036
C 0.68965 4.34784 -1.12420 -3.94 0.56 0.99 -0.432
C 6.02345 -2.27900 -1.17066 1.49 -0.38 -0.11 0.531
C 5.14773 -5.04242 1.41871 -0.74 0.45 -0.94 0.136
C -1.64299 -1.38292 8.29280 0.41 -0.38 0.82 0.789
C 5.78630 -7.38611 1.59504 -0.37 -0.33 -0.65 0.865
C 5.08324 -6.28200 0.92989 0.04 -0.20 -0.03 -0.842
C 5.93269 -4.73189 2.64664 0.49 0.08 0.73 1.118
C -4.34624 2.93714 -8.23313 -0.05 0.41 -1.60 0.363
C -2.18410 1.62416 -0.41643 -0.08 -2.82 2.42 -0.782
C -2.50737 2.78030 -6.64324 0.48 0.26 -0.77 0.983
C -6.27911 3.77962 0.15215 -1.65 -0.73 -0.57 -0.924
C -1.31233 0.42084 2.14218 -2.43 1.77 -6.77 -0.425
C -3.46033 2.32375 -5.59266 -0.22 -0.38 1.13 0.085
C 3.68330 -1.34800 -0.88547 0.25 0.15 0.12 -0.854
C -2.27747 4.26057 -0.37706 2.75 1.53 -0.98 0.145
C -0.28900 -1.92852 8.13949 -0.30 0.10 0.17 -0.863
C -4.76435 2.19913 -5.84370 -0.14 0.03 -0.04 -0.721
C 0.32587 -1.90118 6.95520 1.33 -0.66 0.38 0.225
C -2.31172 -0.82360 7.08357 -1.51 0.70 -0.39 0.340
C 6.54869 -7.08085 2.83833 0.88 -0.77 1.09 0.362
C 3.25606 -2.16500 -1.84956 -1.44 0.40 0.01 0.580
C 5.59544 -3.09891 -2.13309 -0.33 -0.03 -0.25 -0.772
C -0.33238 -1.31707 5.75286 -0.52 0.31 -0.41 1.356
C 6.61565 -5.83948 3.32504 -0.13 0.43 -0.06 -0.982
B -3.84793 4.33029 0.05972 -2.33 0.20 1.33 0.325
H -6.16960 3.72193 -2.28313 1.97 -0.07 0.24 0.432
H 1.89219 -2.84349 -2.95376 -0.01 0.10 0.13 0.351
H 4.51860 -6.52031 0.03787 0.03 0.00 0.03 0.462
H 1.81031 4.33108 -1.40664 -2.22 -0.32 0.59 0.351
H -1.82273 0.84920 -1.21289 -0.31 1.89 1.33 0.374
H -3.80065 -0.47513 8.17729 -0.01 0.05 -0.17 0.352
H 0.56040 6.71513 -1.10380 -1.20 -1.60 0.24 0.372
H -6.24570 3.73565 1.30297 0.21 0.30 -2.04 0.296
H 6.26168 -3.77742 -2.64920 -0.03 0.02 0.03 0.442
H 1.80864 -2.27005 5.85753 0.05 -0.07 0.25 0.332
H 7.16737 -5.60354 4.22531 -0.01 -0.01 -0.04 0.430
H 3.01977 -0.65843 -0.37987 0.05 -0.07 0.08 0.387
H -2.33619 3.37840 -8.73805 -0.03 -0.01 0.03 0.416
H -4.49443 4.57850 -2.37659 -0.85 -1.64 0.12 0.262
H -3.59834 5.14075 1.89545 -0.85 0.72 -1.19 0.316
H -6.75095 4.76119 -0.25789 0.81 -1.52 1.08 0.309
H -5.46710 1.87067 -5.08900 0.00 -0.01 -0.05 0.466
H -5.81686 3.03335 -9.40086 0.18 0.06 -0.11 0.355
H -2.16837 -0.38812 5.01522 -0.03 0.01 0.08 0.248
H 7.39158 -1.58585 -0.08124 0.09 -0.17 -0.13 0.349
H 4.69866 -3.21580 1.35285 -0.06 -0.20 0.03 0.279
H -6.99256 2.92071 -0.19631 1.22 1.50 0.67 0.339
H 0.17837 -2.34759 9.02069 -0.01 0.02 -0.04 0.419
H -4.64672 2.64982 -2.47865 -0.50 1.87 0.40 0.129
H 6.98069 -8.90935 2.91778 0.09 0.12 0.15 0.353
H -2.16256 6.66105 -0.42349 0.89 -2.05 -0.21 0.389
H -0.99532 -0.44436 2.86718 -0.53 2.38 -1.37 0.255
H -1.98332 2.20728 -4.43109 -0.19 -0.05 -0.11 0.312
H -3.32545 1.56112 -0.43624 1.64 0.96 -0.03 0.351
```
Positions in Å, forces in eV/Å.

Its electronic energy is -5299.95385 Ha. As for the total charge: +1. The max |F| is 7.4 eV/A. The energy relative to the best compared isomer or geometry (same formula, charge and spin) is 173.5 kcal per mole.


(2)
Below is a 2-piece molecular cluster, C3H3O3 overall at a distorted geometry, with properties calculated with ωB97M-V/def2-TZVPD.

Geometry as XYZ:
```
9
Properties=species:S:1:pos:R:3:forces:R:3:mulliken_charge:R:1
O 0.49201 -0.59918 0.76959 -0.20 -1.18 -0.47 -0.580
O 3.44135 0.01419 1.21554 -0.43 0.55 1.11 -0.428
O 2.78575 -0.60048 -0.88101 -0.68 -0.26 -1.28 -0.358
C 0.20863 0.50086 -0.14387 -0.73 -0.47 -0.21 -0.292
C 2.95130 -0.25926 0.20249 1.37 -0.55 0.07 0.711
C -0.76414 0.68182 -1.02436 -1.00 -2.36 -0.63 -0.522
H 1.03743 1.18300 -0.05425 0.12 0.56 0.44 0.218
H -1.40507 -0.39289 -1.16682 1.15 2.22 0.71 -0.069
H 0.05213 -1.42656 0.42694 0.41 1.49 0.26 0.320
```
Positions in Å, forces in eV/Å.

Its electronic energy is -341.77803 Ha. As for the total charge: -1. The max |F| is 2.6 eV/A. The energy relative to the best compared isomer or geometry (same formula, charge and spin) is 78.9 kcal per mole.


(3)
Below is the molecule C2H3N3O3 at a distorted geometry, with properties calculated with ωB97M-V/def2-TZVPD.

Geometry as XYZ:
```
11
Properties=species:S:1:pos:R:3:forces:R:3:mulliken_charge:R:1
O -0.59034 1.01762 -0.57539 0.14 -0.46 0.11 -0.192
O 2.74373 0.49543 -0.19898 0.41 -0.50 1.43 -0.377
O 0.86118 -0.59711 0.37173 -5.33 -0.94 -1.77 -0.313
N 1.65009 1.33867 -0.44001 -1.34 -1.69 -0.11 -0.399
N -1.40345 0.37418 0.39151 -0.70 3.07 0.84 -0.252
N -0.25932 -1.54848 -0.09703 -2.22 1.72 2.29 -0.345
C 0.59823 0.61200 -0.23737 5.92 1.55 0.11 0.673
C -1.42840 -0.91113 0.18133 4.43 -4.00 -1.97 0.099
H 2.34670 -0.28670 0.35865 1.86 1.88 -1.63 0.417
H -2.33549 -1.42672 0.03441 -0.88 -0.82 0.03 0.404
H -2.18292 0.93224 0.21115 -2.30 0.20 0.66 0.285
```
Positions in Å, forces in eV/Å.

The SMILES is O/N=C1\ON=CNO1. Its electronic energy is -467.74468 Ha. As for the total charge: 0. The max |F| is 6.3 eV/A. The energy relative to the best compared isomer or geometry (same formula, charge and spin) is 137.8 kcal per mole.


What did the second record say?
Below is a 2-piece molecular cluster, C3H3O3 overall at a distorted geometry, with properties calculated with ωB97M-V/def2-TZVPD.

Geometry as XYZ:
```
9
Properties=species:S:1:pos:R:3:forces:R:3:mulliken_charge:R:1
O 0.49201 -0.59918 0.76959 -0.20 -1.18 -0.47 -0.580
O 3.44135 0.01419 1.21554 -0.43 0.55 1.11 -0.428
O 2.78575 -0.60048 -0.88101 -0.68 -0.26 -1.28 -0.358
C 0.20863 0.50086 -0.14387 -0.73 -0.47 -0.21 -0.292
C 2.95130 -0.25926 0.20249 1.37 -0.55 0.07 0.711
C -0.76414 0.68182 -1.02436 -1.00 -2.36 -0.63 -0.522
H 1.03743 1.18300 -0.05425 0.12 0.56 0.44 0.218
H -1.40507 -0.39289 -1.16682 1.15 2.22 0.71 -0.069
H 0.05213 -1.42656 0.42694 0.41 1.49 0.26 0.320
```
Positions in Å, forces in eV/Å.

Its electronic energy is -341.77803 Ha. As for the total charge: -1. The max |F| is 2.6 eV/A. The energy relative to the best compared isomer or geometry (same formula, charge and spin) is 78.9 kcal per mole.


Question: Look up the max |F| of the second one.
Answer: 2.6 eV/A


Question: Among the records above, which one has the highest total charge?
Answer: C34H29BBrN2O17


Question: Which value of total charge does entry 3 give?
Answer: 0